1.
The following is a quantum chemistry calculation of C34H54BN8OSTi as an isolated structure, from OMol25.

energy	-84709.4901	eV
Kohn-Sham gap	6.39	eV
highest occupied orbital energy	-0.620	hartree
energy above the lowest of the compared OMol25 structures with the same formula, charge and spin	68.5	kJ/mol
strongest force on any atom	0.51	eV/A
total charge	+3

Cartesian coordinates (Å):
Ti (0.809, -0.264, 0.871)
C (5.045, 2.452, 0.499)
C (3.572, 2.629, 0.880)
C (3.266, 2.074, 2.260)
C (2.639, 2.103, -0.167)
C (2.709, 2.236, -1.555)
C (1.662, 1.528, -2.099)
C (1.379, 1.349, -3.558)
C (0.422, 2.417, -4.107)
C (1.003, -0.096, -3.890)
N (0.895, 1.022, -1.060)
N (1.555, 1.374, 0.115)
B (-0.752, 1.018, -1.014)
N (-1.170, -0.471, -1.101)
N (-0.709, -1.159, 0.012)
C (-1.447, -2.319, 0.122)
C (-2.316, -2.356, -0.930)
C (-2.138, -1.182, -1.691)
C (-2.914, -0.892, -2.953)
C (-2.704, 0.436, -3.667)
C (-4.410, -1.132, -2.692)
C (-1.321, -3.291, 1.255)
C (-2.417, -4.357, 1.189)
C (-1.361, -2.561, 2.589)
N (-1.139, 1.537, 0.413)
N (-0.550, 0.993, 1.549)
C (-1.083, 1.597, 2.636)
C (-2.029, 2.502, 2.206)
C (-2.049, 2.453, 0.817)
C (-2.965, 3.251, -0.066)
C (-4.047, 2.341, -0.655)
C (-2.272, 4.122, -1.118)
C (-0.607, 1.322, 4.031)
C (0.525, 0.298, 4.080)
C (-0.224, 2.635, 4.723)
H (5.668, 3.028, 1.181)
H (5.258, 2.800, -0.510)
H (5.373, 1.413, 0.592)
H (3.373, 3.708, 0.890)
H (3.443, 0.989, 2.276)
H (2.240, 2.282, 2.563)
H (3.929, 2.511, 3.006)
H (3.467, 2.758, -2.115)
H (2.348, 1.544, -4.028)
H (-0.583, 2.337, -3.699)
H (0.355, 2.312, -5.189)
H (0.795, 3.419, -3.893)
H (0.136, -0.439, -3.328)
H (1.834, -0.770, -3.675)
H (0.771, -0.187, -4.950)
H (-1.211, 1.677, -1.865)
H (-3.029, -3.134, -1.135)
H (-2.569, -1.685, -3.630)
H (-3.088, 1.284, -3.101)
H (-3.260, 0.400, -4.603)
H (-1.665, 0.623, -3.920)
H (-4.790, -0.453, -1.927)
H (-4.627, -2.153, -2.384)
H (-4.965, -0.944, -3.609)
H (-0.360, -3.801, 1.145)
H (-3.408, -3.903, 1.219)
H (-2.328, -5.024, 2.045)
H (-2.338, -4.969, 0.291)
H (-2.327, -2.078, 2.747)
H (-0.590, -1.787, 2.657)
H (-1.186, -3.253, 3.413)
H (-2.637, 3.145, 2.820)
H (-3.457, 3.932, 0.633)
H (-3.605, 1.539, -1.248)
H (-4.703, 2.919, -1.305)
H (-4.659, 1.888, 0.125)
H (-1.953, 3.554, -1.989)
H (-1.410, 4.650, -0.708)
H (-2.979, 4.873, -1.468)
H (-1.460, 0.897, 4.570)
H (1.129, 0.324, 3.143)
H (0.181, -0.716, 4.248)
H (1.257, 0.537, 4.853)
H (0.607, 3.123, 4.211)
H (0.073, 2.439, 5.753)
H (-1.061, 3.330, 4.747)
N (2.494, -1.940, 3.600)
C (2.176, -2.605, 2.492)
N (1.755, -2.025, 1.352)
C (1.728, -3.007, 0.296)
C (1.560, -2.766, -1.062)
C (1.535, -3.848, -1.927)
C (1.694, -5.152, -1.457)
C (1.913, -5.394, -0.112)
C (1.940, -4.303, 0.744)
S (2.319, -4.315, 2.448)
H (2.739, -0.963, 3.551)
H (2.850, -2.442, 4.400)
H (1.460, -1.761, -1.460)
H (1.402, -3.675, -2.987)
H (1.678, -5.981, -2.151)
H (2.078, -6.398, 0.255)
O (3.601, -0.607, -0.067)
H (3.974, -1.433, -0.399)
H (4.259, 0.065, -0.290)

Mulliken population analysis, charges in e, atoms 1 to 6: number 1, Ti, carries -0.8351; number 2, C, carries -1.4807; number 3, C, carries 1.0117; number 4, C, carries -1.0772; number 5, C, carries -0.6721; number 6, C, carries -1.0086

=====

2.
The following is a quantum chemistry calculation of C34H54N3O2P2Pt as an isolated structure in a non-equilibrium geometry, from OMol25.

energy	-66492.0981	eV
Kohn-Sham gap (alpha / beta)	5.10 / 3.39	eV
highest occupied orbital energy (alpha / beta)	-0.533 / -0.584	hartree
energy above the lowest of the compared OMol25 structures with the same formula, charge and spin	221.6	kJ/mol
<S²>	6.0751
strongest force on any atom	5.68	eV/A
multiplicity	5
total charge	+3

Cartesian coordinates (Å):
C (1.532, 2.377, 2.006)
C (1.482, 2.942, -0.228)
C (2.331, 3.495, 2.305)
C (2.041, 4.204, 0.033)
C (2.500, 4.475, 1.330)
H (2.828, 3.527, 3.269)
H (2.135, 4.924, -0.773)
H (3.057, 5.383, 1.545)
N (0.949, 2.248, 0.799)
P (0.255, -0.072, 2.534)
P (0.143, 1.153, -2.284)
C (1.630, 1.123, 2.837)
H (2.561, 0.603, 2.539)
H (1.752, 1.401, 3.887)
C (1.730, 2.111, -1.457)
H (2.182, 2.720, -2.224)
C (1.133, 0.544, -3.940)
C (-1.688, 1.594, -2.653)
C (1.005, -1.744, 3.004)
C (-0.969, 0.608, 3.827)
C (1.450, -0.930, -3.645)
H (0.552, -1.508, -3.390)
H (1.913, -1.380, -4.540)
H (2.164, -1.021, -2.815)
C (0.349, 0.647, -5.262)
H (-0.606, 0.110, -5.268)
H (0.205, 1.686, -5.588)
H (0.965, 0.181, -6.052)
C (2.470, 1.226, -4.277)
H (2.946, 0.609, -5.064)
H (2.331, 2.249, -4.651)
H (3.183, 1.269, -3.460)
C (-2.367, 0.329, -3.197)
H (-2.458, -0.426, -2.406)
H (-3.385, 0.575, -3.538)
H (-1.828, -0.133, -4.031)
C (-2.482, 2.006, -1.408)
H (-2.596, 1.164, -0.714)
H (-2.007, 2.838, -0.877)
H (-3.495, 2.296, -1.730)
C (-1.677, 2.771, -3.619)
H (-1.212, 2.526, -4.576)
H (-2.710, 3.094, -3.821)
H (-1.133, 3.608, -3.158)
C (-2.003, -0.466, 4.199)
H (-2.771, 0.005, 4.834)
H (-2.510, -0.882, 3.318)
H (-1.564, -1.281, 4.793)
C (-1.678, 1.812, 3.179)
H (-0.963, 2.596, 2.893)
H (-2.250, 1.518, 2.290)
H (-2.381, 2.242, 3.909)
C (-0.303, 1.113, 5.124)
H (-1.099, 1.352, 5.848)
H (0.347, 0.369, 5.598)
H (0.264, 2.042, 4.972)
C (2.197, -2.071, 2.079)
H (2.974, -1.296, 2.079)
H (2.660, -3.009, 2.431)
H (1.874, -2.223, 1.041)
C (-0.035, -2.861, 2.803)
H (-0.219, -3.039, 1.737)
H (0.372, -3.792, 3.229)
H (-0.987, -2.659, 3.306)
C (1.490, -1.739, 4.458)
H (2.234, -0.956, 4.655)
H (0.673, -1.657, 5.185)
H (1.983, -2.703, 4.655)
Pt (-0.038, 0.183, 0.214)
C (-1.557, -0.810, 0.291)
O (-2.497, -1.479, 0.435)
N (1.833, -0.144, -0.565)
C (2.422, 0.899, -1.059)
C (3.904, 0.654, -1.239)
C (4.262, -0.704, -1.214)
C (4.888, 1.659, -1.302)
C (5.601, -1.085, -1.281)
H (3.478, -1.463, -1.106)
C (6.234, 1.270, -1.302)
H (4.586, 2.713, -1.295)
C (6.585, -0.091, -1.268)
H (5.851, -2.146, -1.315)
H (7.004, 2.048, -1.318)
H (7.641, -0.372, -1.212)
C (-1.192, -5.467, -0.210)
N (-1.628, -4.385, -1.078)
C (-2.964, -4.495, -1.645)
C (-0.847, -3.306, -1.296)
O (0.239, -3.080, -0.750)
H (-1.463, -6.423, -0.681)
H (-1.700, -5.414, 0.768)
H (-0.110, -5.407, -0.062)
H (-3.732, -4.387, -0.868)
H (-3.099, -3.708, -2.390)
H (-3.080, -5.473, -2.124)
H (-1.292, -2.602, -2.032)

Mulliken population analysis, charges in e, atoms 1 to 6: number 1, C, carries 0.3933; number 2, C, carries -0.6999; number 3, C, carries -0.7595; number 4, C, carries -1.0218; number 5, C, carries -0.9089; number 6, H, carries 0.5913

=====

3.
The following is a quantum chemistry calculation of C34H54N4P2Si2Zr as an isolated structure in a non-equilibrium geometry, from OMol25.

energy	-77689.8706	eV
Kohn-Sham gap	5.71	eV
highest occupied orbital energy	-0.489	hartree
energy above the lowest of the compared OMol25 structures with the same formula, charge and spin	0.0	kJ/mol
strongest force on any atom	5.03	eV/A
total charge	+2

Cartesian coordinates (Å):
Zr (-0.054, 1.104, 1.014)
C (-1.668, 1.758, -5.084)
C (-1.741, 0.435, -4.890)
C (-0.787, -0.580, -5.441)
C (0.722, -0.221, -5.402)
C (1.218, 0.559, -4.212)
C (0.919, 1.833, -3.915)
C (0.630, 2.802, -5.013)
C (-0.595, 2.442, -5.872)
C (1.808, 1.691, 2.268)
H (-2.519, 2.414, -4.840)
H (-2.684, -0.008, -4.547)
H (-1.043, -0.831, -6.487)
H (-0.937, -1.519, -4.889)
H (1.254, -1.190, -5.393)
H (0.991, 0.253, -6.355)
H (2.080, 0.077, -3.738)
H (1.023, 2.248, -2.910)
H (1.502, 2.874, -5.705)
H (0.473, 3.809, -4.605)
H (-1.020, 3.368, -6.286)
H (-0.274, 1.843, -6.735)
H (1.618, 2.277, 3.184)
H (2.518, 2.297, 1.686)
H (2.418, 0.838, 2.610)
P (1.707, -0.270, -0.370)
P (-1.156, -1.292, 0.081)
N (2.883, 0.796, -1.150)
N (2.856, -1.475, 0.231)
N (-1.957, 0.260, -0.578)
N (-2.671, -2.099, 0.250)
C (0.900, -1.130, -1.746)
C (-0.368, -1.946, -1.414)
C (3.022, 2.175, -0.916)
C (4.120, 2.624, -1.633)
C (4.624, 1.520, -2.389)
C (3.848, 0.414, -2.087)
C (3.792, -1.241, 1.253)
C (4.411, -2.440, 1.570)
C (3.834, -3.457, 0.737)
C (2.869, -2.844, -0.053)
C (-2.113, 1.448, 0.198)
C (-2.159, 2.544, -0.693)
C (-2.298, 1.990, -1.981)
C (-2.160, 0.610, -1.883)
C (-3.726, -2.128, -0.676)
C (-4.789, -2.810, -0.098)
C (-4.389, -3.192, 1.229)
C (-3.098, -2.734, 1.426)
H (1.633, -1.744, -2.285)
H (0.591, -0.326, -2.426)
H (-1.076, -1.958, -2.264)
H (-0.109, -2.998, -1.190)
H (2.341, 2.705, -0.255)
H (4.526, 3.624, -1.615)
H (5.453, 1.533, -3.080)
H (3.881, -0.601, -2.463)
H (3.944, -0.239, 1.633)
H (5.183, -2.574, 2.315)
H (4.093, -4.506, 0.719)
H (2.207, -3.243, -0.808)
H (-2.499, 1.353, 1.214)
H (-2.181, 3.585, -0.405)
H (-2.503, 2.516, -2.902)
H (-2.294, -0.167, -2.625)
H (-3.613, -1.662, -1.647)
H (-5.746, -3.004, -0.561)
H (-4.976, -3.732, 1.960)
H (-2.433, -2.801, 2.280)
C (-0.403, 1.657, 5.506)
Si (-1.354, 1.369, 3.895)
C (-3.152, 1.093, 4.467)
C (-1.166, 2.938, 2.898)
C (-0.860, -0.068, 2.776)
Si (-0.058, -1.447, 3.854)
C (-1.311, -2.028, 5.140)
C (0.408, -2.900, 2.763)
C (1.559, -1.030, 4.720)
H (-0.799, 2.573, 5.972)
H (0.665, 1.828, 5.327)
H (-0.504, 0.858, 6.256)
H (-3.484, 1.951, 5.072)
H (-3.836, 1.007, 3.611)
H (-3.280, 0.191, 5.088)
H (-0.642, 2.957, 1.895)
H (-2.167, 3.358, 2.736)
H (-0.603, 3.638, 3.533)
H (-1.843, -0.543, 2.532)
H (-2.286, -2.260, 4.694)
H (-0.944, -2.952, 5.608)
H (-1.484, -1.302, 5.944)
H (1.326, -2.689, 2.203)
H (0.602, -3.774, 3.404)
H (-0.365, -3.171, 2.034)
H (2.342, -0.742, 4.007)
H (1.476, -0.234, 5.471)
H (1.905, -1.935, 5.247)

Mulliken population analysis, charges in e, atoms 1 to 6: number 1, Zr, carries -1.1014; number 2, C, carries -0.7327; number 3, C, carries -0.5614; number 4, C, carries -0.7208; number 5, C, carries -1.4486; number 6, C, carries 0.3028